Entry from the OMol25 dataset: C32H30N3S4TeTi as an isolated structure (ωB97M-V/def2-TZVPD).

- Highest occupied orbital energy (spin up / spin down): -2.71 / -4.36 eV
- Total energy: -111890.08070 eV
- Molar mass: 760.3 g/mol
- 2S+1: 3
- Total charge: -1
- Frontier orbital gap (spin up / spin down): 0.18356 / 0.24136 Ha

Atoms and positions in Å:
Ti1 -14.68199 -4.37121 11.45458
S1 -14.23453 -6.89344 11.08047
C1 -12.49883 -6.84609 10.56550
C2 -11.79691 -8.04500 10.54466
C3 -10.48756 -8.11641 10.13679
C4 -9.86109 -6.95735 9.69494
C5 -10.52856 -5.76889 9.67838
C6 -11.84039 -5.68136 10.11800
S2 -12.54511 -4.01210 10.15321
C7 -11.68790 -3.17922 11.51577
C8 -11.83021 -3.96782 12.83793
C9 -10.90209 -3.96398 13.80258
C10 -11.08018 -4.62993 14.99305
C11 -12.32392 -5.26687 15.07051
C12 -13.28579 -5.22023 14.12653
C13 -14.69340 -5.73973 14.33909
S3 -16.02579 -4.95376 13.37701
C14 -17.49462 -2.12409 12.72539
C15 -18.40924 -2.02566 13.77917
C16 -18.19700 -1.27896 14.94248
C17 -16.99375 -0.59717 15.09208
C18 -16.01971 -0.80470 14.18123
C19 -16.21191 -1.54125 12.94077
S4 -14.88342 -1.69164 11.82335
N1 -12.99398 -4.62921 12.94320
H1 -12.34070 -8.88929 10.89739
H2 -9.94150 -9.05699 10.09730
H3 -8.81978 -6.95098 9.31458
H4 -9.91455 -4.87275 9.35403
H5 -12.23386 -2.21137 11.51679
H6 -10.66716 -2.88050 11.27797
H7 -10.01892 -3.31727 13.54715
H8 -10.30410 -4.67940 15.72202
H9 -12.61753 -5.73072 15.99450
H10 -14.89197 -5.64254 15.38179
H11 -14.85372 -6.74993 14.05523
H12 -19.37462 -2.55659 13.68461
H13 -18.92329 -1.18206 15.77947
H14 -16.83166 -0.04361 16.01531
H15 -15.00246 -0.47353 14.35241
C20 -15.40587 -4.53626 9.48145
C21 -16.11855 -4.54197 8.46800
C22 -16.83224 -4.42236 7.22131
C23 -17.74751 -3.30814 7.10241
C24 -18.34486 -3.06765 5.91126
C25 -18.15668 -3.95827 4.83411
C26 -17.31458 -5.07094 4.99361
C27 -16.62858 -5.28019 6.13994
H16 -17.91132 -2.61542 7.89182
H17 -19.05377 -2.20672 5.81934
H18 -18.72644 -3.86200 3.96598
H19 -17.23999 -5.85836 4.25542
H20 -15.91138 -6.09491 6.17151
C28 -18.65585 -5.02681 11.50096
Te1 -17.66398 -3.23760 10.95765
C29 -19.63742 -2.20078 10.65983
H21 -17.93980 -5.87746 11.57055
H22 -19.24980 -5.25668 10.59577
H23 -19.13381 -4.88956 12.47103
H24 -20.06037 -2.53558 9.74576
H25 -19.42546 -1.18876 10.48329
H26 -20.40939 -2.34986 11.39799
N2 -16.69241 -4.33796 16.98921
C30 -15.64576 -3.56568 16.52660
C31 -14.66763 -3.72556 17.46773
N3 -15.08253 -4.55956 18.45907
C32 -16.28157 -4.91867 18.12370
H27 -17.55811 -4.50660 16.47372
H28 -15.67453 -3.02785 15.56418
H29 -13.63638 -3.31352 17.39073
H30 -16.88568 -5.66243 18.63420

Löwdin population analysis, charges in e, atoms 1 to 5: 0.06, 0.58, -0.61, -0.14, -0.10

=====

Entry from the OMol25 dataset: C32H30N4O3PS2Tc as an isolated structure (ωB97M-V/def2-TZVPD).

- Highest occupied orbital energy (spin up / spin down): -16.39 / -16.39 eV
- Total energy: -78908.28030 eV
- Molar mass: 711.7 g/mol
- 2S+1: 4
- Total charge: +3
- Frontier orbital gap (spin up / spin down): 0.28924 / 0.19579 Ha

Atoms and positions in Å:
Tc1 -0.49039 -0.54166 -0.19955
O1 1.19152 -2.02562 -5.14838
C1 0.25209 -1.19351 -5.43723
C2 -0.04354 -1.00323 -6.82686
C3 -1.02875 -0.13807 -7.19444
C4 -1.74703 0.55729 -6.20157
C5 -1.46745 0.37651 -4.82406
C6 -0.48492 -0.47916 -4.41899
C7 -0.18000 -0.66071 -2.98579
O2 -0.87655 -0.00564 -2.10091
N1 0.77960 -1.46276 -2.65619
N2 0.95889 -1.49001 -1.27269
C8 2.00444 -2.15685 -0.85574
S1 2.30731 -2.32435 0.83387
C9 3.99865 -2.96104 0.61304
C10 4.00985 -3.80832 -0.64177
S2 3.11657 -2.90294 -1.94097
H1 1.30780 -2.06860 -4.14703
H2 0.54147 -1.56592 -7.54295
H3 -1.26088 0.01707 -8.23911
H4 -2.52945 1.24761 -6.48873
H5 -2.03664 0.92604 -4.08642
H6 4.24029 -3.55006 1.49642
H7 4.68089 -2.11600 0.54480
H8 3.52044 -4.76920 -0.49493
H9 5.02406 -3.97281 -1.00289
C11 3.11709 3.63664 0.10910
N3 2.03971 2.71006 0.48019
C12 1.24658 2.80549 1.60047
C13 0.37012 1.77398 1.54886
N4 0.62682 1.04800 0.39732
C14 1.64598 1.64751 -0.21769
H10 3.25791 4.34232 0.92149
H11 2.84587 4.18009 -0.79222
H12 4.04077 3.08567 -0.04653
H13 1.37674 3.58948 2.32618
H14 -0.39993 1.49011 2.24449
H15 2.08997 1.33772 -1.14931
O3 -0.74821 -1.12180 1.65832
P1 -1.61695 -2.36376 2.09173
C15 -1.53756 -3.37720 0.60053
C16 -1.08264 -4.68397 0.59194
C17 -0.93049 -5.35425 -0.62124
C18 -1.22671 -4.72312 -1.82004
C19 -1.68828 -3.41133 -1.82029
C20 -1.83849 -2.73652 -0.61661
C21 -0.86759 -3.12750 3.49447
C22 0.40323 -2.75233 3.93201
C23 0.95440 -3.38496 5.03371
C24 0.24951 -4.39168 5.68297
C25 -1.01817 -4.76240 5.24920
C26 -1.58792 -4.12536 4.16020
C27 -3.29239 -1.93189 2.46286
C28 -3.52138 -1.19934 3.63451
C29 -4.81041 -0.82179 3.96133
C30 -5.86968 -1.18313 3.13508
C31 -5.64796 -1.92424 1.98233
C32 -4.35917 -2.30066 1.63831
H16 -0.84097 -5.18215 1.52313
H17 -0.58827 -6.38091 -0.62373
H18 -1.12346 -5.26165 -2.75275
H19 -1.97321 -2.93405 -2.74944
H20 -2.38141 -1.77919 -0.62185
H21 0.93134 -1.94743 3.43847
H22 1.92755 -3.08572 5.39938
H23 0.68460 -4.88125 6.54412
H24 -1.56745 -5.53468 5.77019
H25 -2.58923 -4.39232 3.84169
H26 -2.69900 -0.94288 4.29242
H27 -4.99561 -0.25929 4.86619
H28 -6.87807 -0.89588 3.40189
H29 -6.48067 -2.22054 1.35927
H30 -4.19629 -2.90426 0.75551

Löwdin population analysis, charges in e, atoms 1 to 5: 1.52, 0.20, -0.19, 0.09, 0.01